{"formula": "C36H37AsN3O4PdSSi", "method": "the ωB97M-V functional and the def2-TZVPD basis", "charge": -1, "spin_multiplicity": 1, "lumo_energy_ev": 2.52, "largest_force_ev_per_a": 0.713, "gap_ev": 7.6, "symbols": ["Pd", "C", "C", "C", "C", "C", "C", "C", "S", "O", "O", "N", "C", "C", "O", "O", "H", "H", "H", "H", "H", "H", "H", "H", "H", "C", "C", "C", "C", "C", "C", "As", "C", "C", "C", "C", "C", "C", "C", "C", "C", "C", "C", "C", "H", "H", "H", "H", "H", "H", "H", "H", "H", "H", "H", "H", "H", "H", "H", "C", "Si", "C", "C", "H", "H", "H", "H", "H", "H", "H", "H", "H", "N", "C", "C", "C", "C", "C", "N", "C", "H", "H", "H", "H"], "coordinates": [[-0.299, 0.999, 0.674], [3.842, 0.369, -7.039], [3.314, 0.771, -5.688], [4.144, 1.359, -4.742], [3.651, 1.756, -3.506], [2.314, 1.561, -3.204], [1.472, 0.969, -4.135], [1.971, 0.582, -5.366], [1.689, 1.963, -1.580], [0.324, 2.432, -1.788], [2.628, 2.956, -1.069], [1.628, 0.637, -0.775], [2.868, 0.090, -0.248], [2.593, -0.723, 1.041], [3.323, -1.688, 1.288], [1.628, -0.306, 1.748], [4.914, 0.175, -7.000], [3.675, 1.160, -7.774], [3.346, -0.530, -7.405], [5.193, 1.509, -4.972], [4.291, 2.219, -2.769], [0.430, 0.823, -3.881], [1.311, 0.120, -6.092], [3.581, 0.879, 0.023], [3.358, -0.571, -0.973], [-5.247, -2.838, -0.483], [-4.384, -2.159, -1.332], [-3.162, -1.709, -0.858], [-2.787, -1.925, 0.465], [-3.643, -2.630, 1.300], [-4.871, -3.078, 0.829], [-0.999, -1.279, 0.925], [-0.763, -1.894, 2.749], [0.374, -2.621, 3.088], [0.578, -3.003, 4.405], [-0.335, -2.653, 5.390], [-1.455, -1.905, 5.059], [-1.663, -1.522, 3.741], [-0.085, -2.654, -0.089], [-0.249, -3.987, 0.277], [0.336, -4.988, -0.480], [1.070, -4.662, -1.614], [1.217, -3.336, -1.986], [0.640, -2.325, -1.225], [-6.206, -3.186, -0.846], [-4.663, -1.976, -2.362], [-2.486, -1.185, -1.524], [-3.358, -2.845, 2.323], [-5.532, -3.622, 1.492], [1.126, -2.854, 2.345], [1.472, -3.557, 4.661], [-0.165, -2.949, 6.418], [-2.162, -1.607, 5.823], [-2.524, -0.912, 3.492], [-0.823, -4.242, 1.160], [0.221, -6.023, -0.185], [1.527, -5.447, -2.205], [1.790, -3.078, -2.868], [0.756, -1.278, -1.499], [-2.405, 3.667, 1.481], [-2.422, 1.857, 0.899], [-3.662, 1.074, 2.096], [-3.224, 1.938, -0.810], [-3.444, 3.987, 1.611], [-1.954, 4.326, 0.741], [-1.890, 3.813, 2.431], [-4.555, 1.705, 2.100], [-3.266, 1.065, 3.116], [-3.963, 0.062, 1.829], [-4.137, 2.541, -0.787], [-3.477, 0.964, -1.217], [-2.507, 2.412, -1.484], [3.422, 3.323, 5.217], [2.839, 3.435, 4.233], [2.101, 3.637, 3.019], [2.137, 4.878, 2.383], [1.416, 5.041, 1.222], [0.673, 3.973, 0.740], [0.616, 2.799, 1.367], [1.336, 2.615, 2.475], [2.735, 5.679, 2.797], [1.440, 5.967, 0.668], [0.131, 4.038, -0.189], [1.322, 1.621, 2.907]], "mulliken_charge": [-0.153, -1.455, 1.155, -0.844, -0.296, -0.496, -0.496, -0.963, 1.245, -0.752, -0.803, 0.704, -0.765, 0.180, -0.825, -0.388, 0.366, 0.274, 0.360, 0.324, 0.459, 0.499, 0.331, 0.546, 0.240, -0.530, -0.645, -0.967, 0.555, -0.441, -0.583, 1.764, 0.810, -0.492, -0.904, -0.602, -0.809, -0.298, 0.605, -0.555, -0.868, -0.555, -0.548, -0.694, 0.362, 0.410, 0.590, 0.369, 0.410, 0.305, 0.433, 0.388, 0.424, 0.240, 0.428, 0.392, 0.374, 0.497, 0.200, -1.247, 1.131, -1.270, -1.154, 0.438, 0.287, 0.291, 0.460, 0.291, 0.339, 0.404, 0.237, 0.188, -0.550, -0.162, 0.294, -0.239, -1.216, -0.776, 0.877, -0.598, 0.478, 0.437, 0.917, 0.627]}